# 1
The following is a DFT calculation (ωB97M-V/def2-TZVPD) of the molecule C4H3N in a non-equilibrium geometry.

Output
**HOMO energy (alpha / beta)**: -7.4 / -7.4 eV
**Relative energy (zero: lowest compared OMol25 entry of this formula, charge and spin)**: 135.9 kcal/mol
**Electronic energy**: -5678.6147 eV
**Gap between HOMO and LUMO (alpha / beta)**: 7.169 / 7.169 eV
**Spin multiplicity**: 1

Each line ends with the Mulliken charge.
Geometry (Å):
1 N -0.726 -0.941 0.016  0.12
2 C 1.357 1.078 0.669  -0.20
3 C -0.819 0.317 -0.596  -0.64
4 C 0.435 0.832 -0.098  0.05
5 C 0.418 -1.109 0.611  -0.18
6 H -1.492 0.436 -1.379  0.35
7 H -1.552 -1.509 -0.030  0.21
8 H 2.378 0.896 0.807  0.30

# 2
The following is a DFT calculation (ωB97M-V/def2-TZVPD) of the molecule C4H3N in a non-equilibrium geometry.

Output
**HOMO energy**: -10.8 eV
**Relative energy (zero: lowest compared OMol25 entry of this formula, charge and spin)**: 10.4 kcal/mol
**Electronic energy**: -5684.0567 eV
**Gap between HOMO and LUMO**: 11.464 eV
**Spin multiplicity**: 1
**SMILES**: C#CCC#N

Each line ends with the Mulliken charge.
Geometry (Å):
1 N 1.655 -0.501 -2.136  -0.35
2 C 0.184 0.700 -0.319  -0.23
3 C -1.575 -0.926 0.799  -0.04
4 C -0.895 -0.179 0.147  -0.41
5 C 1.014 0.057 -1.347  0.19
6 H -0.163 1.683 -0.662  0.26
7 H 0.796 0.850 0.579  0.19
8 H -2.076 -1.594 1.463  0.39

# 3
The following is a DFT calculation (ωB97M-V/def2-TZVPD) of the molecule C4H3N.

Output
**HOMO energy (alpha / beta)**: -8.5 / -8.5 eV
**Relative energy (zero: lowest compared OMol25 entry of this formula, charge and spin)**: 127.5 kcal/mol
**Electronic energy**: -5678.9780 eV
**Gap between HOMO and LUMO (alpha / beta)**: 7.213 / 7.215 eV
**Spin multiplicity**: 1
**SMILES**: C#CN=C=C

Each line ends with the Mulliken charge.
Geometry (Å):
1 N 0.264 -0.476 -1.305  -0.22
2 C -0.013 -1.047 -0.092  -0.09
3 C 0.164 0.806 -1.726  -0.25
4 C -0.198 -1.730 0.890  -0.36
5 C -0.295 1.257 -0.501  -0.09
6 H -0.367 -2.322 1.763  0.44
7 H -1.362 1.267 -0.263  0.29
8 H 0.396 1.590 0.278  0.29

# 4
The following is a DFT calculation (ωB97M-V/def2-TZVPD) of a structure of composition C4H3N2 in a non-equilibrium geometry.

Output
**HOMO energy**: -16.2 eV
**Relative energy (zero: lowest compared OMol25 entry of this formula, charge and spin)**: 71.5 kcal/mol
**Charge**: +1
**Electronic energy**: -7162.1913 eV
**Gap between HOMO and LUMO**: 9.293 eV
**Spin multiplicity**: 1

Each line ends with the Mulliken charge.
Geometry (Å):
1 N -3.993 -0.336 0.014  -0.27
2 N -1.797 0.618 0.085  -0.14
3 C -3.098 0.378 0.209  0.40
4 C -1.404 -0.592 -0.044  -0.16
5 C 1.033 0.526 0.312  -0.35
6 C -0.084 -0.043 0.191  0.47
7 H -1.809 -1.591 -0.227  0.42
8 H 1.840 -0.253 0.296  0.29
9 H 1.362 1.556 0.670  0.34

# 5
The following is a DFT calculation (ωB97M-V/def2-TZVPD) of a cluster of 2 separate species, C4H3N2 in total in a non-equilibrium geometry.

Output
**HOMO energy**: -14.8 eV
**Relative energy (zero: lowest compared OMol25 entry of this formula, charge and spin)**: 93.0 kcal/mol
**Charge**: +1
**Electronic energy**: -7161.2616 eV
**Gap between HOMO and LUMO**: 7.989 eV
**Spin multiplicity**: 1

Each line ends with the Mulliken charge.
Geometry (Å):
1 N -0.056 -0.370 -0.396  0.02
2 N 0.471 -1.992 -3.598  -0.15
3 C 0.175 -0.757 -4.060  -0.03
4 C 0.610 -0.614 -1.408  -0.03
5 C 0.430 -1.057 -2.682  0.41
6 C -0.677 0.001 0.609  -0.14
7 H 2.086 0.107 -1.337  0.35
8 H -1.141 0.987 0.635  0.28
9 H -0.788 -0.644 1.476  0.28

# 6
The following is a DFT calculation (ωB97M-V/def2-TZVPD) of the molecule C4H3N3 in a non-equilibrium geometry.

Output
**HOMO energy**: -9.4 eV
**Relative energy (zero: lowest compared OMol25 entry of this formula, charge and spin)**: 49.6 kcal/mol
**Electronic energy**: -8664.2594 eV
**Gap between HOMO and LUMO**: 9.642 eV
**Spin multiplicity**: 1

Each line ends with the Mulliken charge.
Geometry (Å):
1 N -0.836 -0.473 0.801  -0.20
2 N 0.898 0.997 -1.064  -0.09
3 N -1.852 1.814 0.803  -0.41
4 C 0.283 -0.966 0.135  -0.27
5 C 1.089 -0.322 -0.713  -0.18
6 C -1.342 0.773 0.766  0.35
7 C 0.669 2.122 -1.333  -0.12
8 H -1.327 -1.111 1.407  0.24
9 H 1.935 -0.828 -1.163  0.37
10 H 0.481 -2.007 0.362  0.32

# 7
The following is a DFT calculation (ωB97M-V/def2-TZVPD) of the molecule C4H3N3O in a non-equilibrium geometry.

Output
**HOMO energy**: -9.3 eV
**Relative energy (zero: lowest compared OMol25 entry of this formula, charge and spin)**: 67.8 kcal/mol
**Electronic energy**: -10710.7088 eV
**Gap between HOMO and LUMO**: 9.011 eV
**Spin multiplicity**: 1
**SMILES**: [H]/N=c1\[nH]cc(C#N)o1

Each line ends with the Mulliken charge.
Geometry (Å):
1 O 0.591 0.776 -0.389  -0.33
2 N -1.566 0.286 -0.178  -0.28
3 N 2.290 -2.380 -0.202  -0.46
4 N -0.931 2.534 0.645  -0.64
5 C 0.423 -0.623 -0.065  0.39
6 C -0.807 -1.025 0.232  -0.29
7 C 1.491 -1.443 -0.181  0.15
8 C -0.711 1.364 -0.059  0.55
9 H -2.478 0.273 0.318  0.29
10 H -1.889 2.714 0.775  0.23
11 H -1.286 -1.916 0.609  0.39

# 8
The following is a DFT calculation (ωB97M-V/def2-TZVPD) of a structure of composition C4H3N3O in a non-equilibrium geometry.

Output
**HOMO energy**: -8.9 eV
**Relative energy (zero: lowest compared OMol25 entry of this formula, charge and spin)**: 139.7 kcal/mol
**Electronic energy**: -10707.5926 eV
**Gap between HOMO and LUMO**: 8.777 eV
**Spin multiplicity**: 1

Each line ends with the Mulliken charge.
Geometry (Å):
1 O -0.450 -1.692 -0.013  -0.50
2 N -1.811 0.224 0.402  -0.57
3 N -0.079 1.838 0.201  -0.48
4 N -1.396 1.598 0.461  0.22
5 C 0.240 0.569 -0.325  0.19
6 C 2.458 -0.866 -1.016  -0.29
7 C -0.831 -0.368 0.053  0.63
8 C 1.526 -0.087 -0.569  -0.12
9 H -2.135 2.210 0.729  0.24
10 H 3.692 -1.317 -0.660  0.28
11 H -1.215 -2.108 0.737  0.42

# 9
The following is a DFT calculation (ωB97M-V/def2-TZVPD) of the molecule C4H3N3O2 in a non-equilibrium geometry.

Output
**HOMO energy**: -9.2 eV
**Relative energy (zero: lowest compared OMol25 entry of this formula, charge and spin)**: 56.4 kcal/mol
**Electronic energy**: -12758.3393 eV
**Gap between HOMO and LUMO**: 7.771 eV
**Spin multiplicity**: 1
**SMILES**: [H]/N=C1\NC=C(N=O)C1=O

Each line ends with the Mulliken charge.
Geometry (Å):
1 O -0.500 2.042 -0.002  -0.55
2 O 2.997 -0.266 -0.001  -0.40
3 N -0.927 -1.432 -0.001  -0.02
4 N 2.052 0.547 -0.006  -0.20
5 N -2.807 0.121 -0.012  -0.59
6 C -1.552 -0.174 -0.003  0.06
7 C 0.822 0.021 0.016  0.42
8 C 0.410 -1.290 -0.001  -0.27
9 C -0.415 0.834 0.006  0.67
10 H 1.013 -2.187 0.001  0.42
11 H -1.359 -2.345 -0.023  0.20
12 H -3.453 -0.678 0.076  0.25

# 10
The following is a DFT calculation (ωB97M-V/def2-TZVPD) of the molecule C4H3N5O in a non-equilibrium geometry.

Output
**HOMO energy**: -8.0 eV
**Relative energy (zero: lowest compared OMol25 entry of this formula, charge and spin)**: 126.2 kcal/mol
**Electronic energy**: -13687.9176 eV
**Gap between HOMO and LUMO**: 7.526 eV
**Spin multiplicity**: 1
**SMILES**: O=N/N=C\c1nccnn1

Each line ends with the Mulliken charge.
Geometry (Å):
1 O -0.559 2.948 1.008  -0.52
2 N 1.303 1.620 1.205  -0.02
3 N 0.220 2.104 1.120  0.59
4 N -0.122 -2.197 -0.821  -0.37
5 N 0.840 -1.672 -0.158  -0.49
6 N -0.427 0.353 0.000  -0.37
7 C 1.692 0.390 0.919  -0.56
8 C -1.131 -1.487 -1.159  -0.59
9 C 0.740 -0.389 0.271  0.69
10 C -1.331 -0.202 -0.732  0.16
11 H -1.771 -1.950 -1.802  0.49
12 H 2.639 0.000 1.040  0.49
13 H -2.094 0.481 -0.890  0.50

# 11
The following is a DFT calculation (ωB97M-V/def2-TZVPD) of a structure of composition C4H3NO in a non-equilibrium geometry.

Output
**HOMO energy**: -11.0 eV
**Relative energy (zero: lowest compared OMol25 entry of this formula, charge and spin)**: 149.4 kcal/mol
**Electronic energy**: -7726.2665 eV
**Gap between HOMO and LUMO**: 11.046 eV
**Spin multiplicity**: 1

Each line ends with the Mulliken charge.
Geometry (Å):
1 O -2.239 -0.557 -0.160  -0.18
2 N -0.990 -1.092 -0.517  -0.46
3 C 1.216 -0.068 -0.051  -1.21
4 C -0.199 -0.185 -0.144  0.77
5 C -0.912 1.599 0.537  -0.59
6 C -1.538 0.555 0.300  0.58
7 H 1.569 0.843 -0.268  0.44
8 H 1.412 -0.365 0.983  0.28
9 H 1.681 -0.731 -0.680  0.38

# 12
The following is a DFT calculation (ωB97M-V/def2-TZVPD) of a cluster of 2 separate species, C4H3NO in total.

Output
**HOMO energy**: -8.9 eV
**Relative energy (zero: lowest compared OMol25 entry of this formula, charge and spin)**: 46.2 kcal/mol
**Electronic energy**: -7730.7397 eV
**Gap between HOMO and LUMO**: 8.257 eV
**Spin multiplicity**: 1
**SMILES**: C=C=C=O.C#N

Each line ends with the Mulliken charge.
Geometry (Å):
1 O 1.359 -1.704 0.116  -0.45
2 N 1.368 1.688 -0.404  -0.35
3 C -2.021 -0.164 -0.251  -0.69
4 C 2.113 1.232 0.326  0.07
5 C -0.905 -0.843 -0.106  -0.05
6 C 0.296 -1.241 -0.060  0.68
7 H -2.071 0.760 -0.814  0.27
8 H 2.804 0.782 0.993  0.29
9 H -2.943 -0.510 0.201  0.24

# 13
The following is a DFT calculation (ωB97M-V/def2-TZVPD) of the molecule C4H3NO in a non-equilibrium geometry.

Output
**HOMO energy**: -10.9 eV
**Relative energy (zero: lowest compared OMol25 entry of this formula, charge and spin)**: 74.0 kcal/mol
**Electronic energy**: -7729.5348 eV
**Gap between HOMO and LUMO**: 9.264 eV
**Spin multiplicity**: 1
**SMILES**: C=CC(=O)C#N

Each line ends with the Mulliken charge.
Geometry (Å):
1 O 0.286 2.377 0.893  -0.49
2 N 0.455 -1.111 2.150  -0.45
3 C -0.080 1.104 0.696  0.47
4 C -0.493 0.400 -0.785  -0.37
5 C 0.225 0.022 1.661  0.36
6 C 0.053 -0.910 -1.053  -0.54
7 H 0.428 -1.630 -0.107  0.23
8 H -0.744 1.075 -1.453  0.47
9 H -0.129 -1.324 -2.002  0.31

# 14
The following is a DFT calculation (ωB97M-V/def2-TZVPD) of a structure of composition C4H3NO2 in a non-equilibrium geometry.

Output
**HOMO energy**: -9.3 eV
**Relative energy (zero: lowest compared OMol25 entry of this formula, charge and spin)**: 88.8 kcal/mol
**Electronic energy**: -9777.8353 eV
**Gap between HOMO and LUMO**: 10.183 eV
**Spin multiplicity**: 1

Each line ends with the Mulliken charge.
Geometry (Å):
1 O -0.956 0.339 -3.303  -0.30
2 O -1.297 -0.174 0.762  -0.31
3 N 0.606 0.065 -0.240  -0.16
4 C -0.320 -0.227 1.719  -0.11
5 C -0.691 0.005 -0.424  -0.29
6 C -0.258 0.272 -2.395  0.29
7 C 0.874 -0.079 1.112  -0.38
8 H -0.634 -0.368 2.744  0.39
9 H 1.867 -0.065 1.535  0.40
10 H 0.810 0.232 -1.511  0.48

# 15
The following is a DFT calculation (ωB97M-V/def2-TZVPD) of a structure of composition C4H3NO2 in a non-equilibrium geometry.

Output
**HOMO energy**: -10.1 eV
**Relative energy (zero: lowest compared OMol25 entry of this formula, charge and spin)**: 153.7 kcal/mol
**Electronic energy**: -9775.0198 eV
**Gap between HOMO and LUMO**: 8.818 eV
**Spin multiplicity**: 1

Each line ends with the Mulliken charge.
Geometry (Å):
1 O -0.776 1.102 -2.365  -0.47
2 O 0.953 -0.019 1.675  -0.30
3 N 1.003 0.823 0.670  -0.14
4 C -0.755 -0.636 0.016  -0.54
5 C -0.336 -1.297 1.075  -0.08
6 C 0.082 0.459 -0.244  0.65
7 C -0.006 1.301 -1.454  -0.15
8 H 0.008 -2.055 0.263  0.27
9 H -0.885 -1.824 1.824  0.41
10 H 0.713 2.147 -1.460  0.34

# 16
The following is a DFT calculation (ωB97M-V/def2-TZVPD) of a structure of composition C4H3NO2 in a non-equilibrium geometry.

Output
**HOMO energy**: -10.6 eV
**Relative energy (zero: lowest compared OMol25 entry of this formula, charge and spin)**: 77.7 kcal/mol
**Electronic energy**: -9778.3179 eV
**Gap between HOMO and LUMO**: 10.482 eV
**Spin multiplicity**: 1

Each line ends with the Mulliken charge.
Geometry (Å):
1 O -0.617 0.966 2.033  -0.39
2 O 0.504 -0.806 -2.262  -0.38
3 N -2.013 0.271 -0.656  -0.44
4 C 0.319 -0.309 0.170  -0.20
5 C 0.280 0.270 1.641  -0.03
6 C -1.078 -0.229 -0.187  0.42
7 C 0.460 0.110 -1.502  -0.03
8 H 0.306 1.154 -1.819  0.41
9 H 0.851 -1.263 0.207  0.33
10 H 0.989 -0.165 2.375  0.32

# 17
The following is a DFT calculation (ωB97M-V/def2-TZVPD) of the molecule C4H3NO2 in a non-equilibrium geometry.

Output
**HOMO energy**: -10.9 eV
**Relative energy (zero: lowest compared OMol25 entry of this formula, charge and spin)**: 111.1 kcal/mol
**Electronic energy**: -9776.8693 eV
**Gap between HOMO and LUMO**: 9.770 eV
**Spin multiplicity**: 1
**SMILES**: N#CC(=O)[C@H]1CO1

Each line ends with the Mulliken charge.
Geometry (Å):
1 O -0.085 -2.125 -0.742  -0.49
2 O 1.316 0.668 0.474  -0.37
3 N -1.638 -1.320 1.950  -0.42
4 C -0.144 -1.035 -0.150  0.37
5 C -0.880 -1.003 1.019  0.25
6 C 0.715 0.059 -0.626  0.44
7 C 0.027 1.261 -0.163  -0.57
8 H -0.842 1.175 0.428  0.25
9 H 0.071 2.489 -0.637  0.22
10 H 1.459 -0.170 -1.554  0.31